No. 1
The following is a DFT calculation (the ωB97M-V functional and the def2-TZVPD basis) of the ion C6H10NO with charge -1.

ΔE to the lowest compared entry with this formula, charge and spin, kJ/mol: 300.3
E_tot, eV: -9916.9295
Frontier orbital gap, eV: 5.731
Largest force on an atom, eV Å⁻¹: 4.0

ORCA input file:
```
! RIJCOSX wB97M-V def2-TZVPD def2/J DEFGRID3
* xyz -1 1
C 0.7376 1.5051 1.3292
H 0.3177 2.1124 2.2011
H -1.1586 0.6489 1.0300
H 0.8668 -2.2984 -0.2459
H 0.0177 -0.4858 1.7524
C -2.2445 0.4769 -2.5655
H 0.0744 -1.6954 -1.6840
H -0.8837 -1.8943 -0.4256
O 1.0098 1.2193 -2.4437
H 1.4991 -0.0947 -0.2460
N -0.0086 0.9372 -1.5742
C -0.0779 0.2582 0.9756
H 0.8962 2.0496 0.3534
H 1.8146 1.1298 1.6007
C 0.4394 -0.1440 -0.3263
C 0.1169 -1.5700 -0.6372
C -1.1719 0.7644 -2.0866
H -3.2883 0.6412 -2.7357
*
```

---

No. 2
The following is a DFT calculation (the ωB97M-V functional and the def2-TZVPD basis) of the ion C6H10NO with charge -1.

ΔE to the lowest compared entry with this formula, charge and spin, kJ/mol: 104.1
E_tot, eV: -9918.9630
Frontier orbital gap, eV: 5.859
Largest force on an atom, eV Å⁻¹: 5.6

ORCA input file:
```
! RIJCOSX wB97M-V def2-TZVPD def2/J DEFGRID3
* xyz -1 1
H 1.4962 -1.6409 -0.4638
H -1.4467 0.0384 -1.2274
C 2.3039 0.8821 -0.5989
O 0.3090 2.1463 1.4980
H -1.1087 -2.0505 0.1552
H 0.3857 -0.9335 -1.5252
C -1.8393 0.4966 -0.2921
H -1.3933 0.1976 1.7962
N 0.3075 0.8315 0.8211
H 0.0390 -1.8546 1.4451
C -0.4211 -1.3376 0.5755
C -0.9161 0.1354 0.8517
C 0.6277 -0.9911 -0.5055
C 1.1099 0.4321 -0.1007
H -2.8726 0.0269 -0.1115
H -2.0106 1.6501 -0.4604
H 2.7916 1.7683 -0.4202
H 2.6380 0.2028 -1.4371
*
```

---

No. 3
The following is a DFT calculation (the ωB97M-V functional and the def2-TZVPD basis) of a cluster of 2 separate species, C6H10NO in total.

ΔE to the lowest compared entry with this formula, charge and spin, kJ/mol: 947.0
E_tot, eV: -9904.5786
Frontier orbital gap (alpha / beta), eV: 7.169 / 7.156
Largest force on an atom, eV Å⁻¹: 3.3

ORCA input file:
```
! RIJCOSX wB97M-V def2-TZVPD def2/J DEFGRID3
* xyz 1 1
H 1.8266 1.6546 -0.7867
C -2.4551 -1.0826 -0.3202
H 0.8157 -0.6531 2.0267
N -0.3600 -0.7190 -0.3577
H 0.9190 0.6722 -1.9457
C 0.6976 0.1075 0.1255
C -1.4546 -1.5093 0.4089
C -1.5787 -0.0297 -0.5999
H 2.2302 0.1010 1.4237
H -2.6335 2.2032 0.8225
O -1.7559 2.1318 0.4306
H -3.4914 -1.1470 -0.4377
H 1.6722 -1.5443 0.8369
H -0.1083 -1.1935 -1.2249
H 2.3551 0.0016 -1.2256
C 1.4611 -0.5878 1.1992
C 1.5128 0.5895 -1.0481
H 0.3472 1.0046 0.6724
*
```

---

No. 4
The following is a DFT calculation (the ωB97M-V functional and the def2-TZVPD basis) of the ion C6H10NO with charge +1.

ΔE to the lowest compared entry with this formula, charge and spin, kJ/mol: 116.1
E_tot, eV: -9913.1902
Frontier orbital gap, eV: 8.726
Largest force on an atom, eV Å⁻¹: 2.8

ORCA input file:
```
! RIJCOSX wB97M-V def2-TZVPD def2/J DEFGRID3
* xyz 1 1
H -0.3884 -1.9566 2.1843
C 0.2508 -1.5069 0.2666
H 1.4846 -1.6376 2.0296
N 0.1008 0.7503 0.7971
H 0.1606 2.3459 -1.0775
C -0.3318 0.4245 -1.4574
H -0.1128 0.6447 2.8048
O -0.3719 -0.3811 -2.4419
C 0.4792 0.1692 2.0090
H 1.0266 -2.1082 -0.2131
H -0.7442 -0.0253 -3.3026
C 0.0684 -0.0840 -0.1614
H -0.7342 -1.9318 0.0275
C -0.6257 1.8494 -1.6039
H -1.5944 2.0243 -1.1381
H 1.4945 0.4117 2.1064
H -0.5923 2.3605 -2.6062
C 0.4301 -1.3490 1.7768
*
```

---

No. 5
The following is a DFT calculation (the ωB97M-V functional and the def2-TZVPD basis) of the molecule C6H10NO2PS.

ΔE to the lowest compared entry with this formula, charge and spin, kJ/mol: 290.2
E_tot, eV: -32088.3529
Frontier orbital gap (alpha / beta), eV: 6.573 / 8.684
Largest force on an atom, eV Å⁻¹: 5.3

ORCA input file:
```
! RIJCOSX wB97M-V def2-TZVPD def2/J DEFGRID3
* xyz 0 1
O -0.5498 -1.2605 -3.1558
H 0.7598 -0.1967 1.7871
C 1.6669 2.3090 -1.3704
O 0.6286 0.2909 -1.7917
H -0.6474 -2.4265 0.0218
H -0.7403 0.8370 2.2518
H -1.5822 -2.5816 1.4519
C 1.2321 1.0713 -0.7394
H 0.2609 -0.9062 -3.7257
P -0.9083 -0.0056 -2.2322
C 0.1846 1.3623 0.4262
C 2.1875 3.2354 -2.0016
S -1.0910 1.4767 -3.6889
H 0.1606 -2.2802 1.7463
H 2.8035 3.8457 -2.5577
H 2.2248 0.5929 -0.4839
H 0.6347 2.2506 0.9027
C -0.7370 -2.0147 1.0996
C -0.1465 0.2958 1.4440
N -1.0024 -0.6232 0.8946
H -0.7380 1.7670 -0.0868
*
```

---

No. 6
The following is a DFT calculation (the ωB97M-V functional and the def2-TZVPD basis) of the ion C6H10NS with charge +1.

ΔE to the lowest compared entry with this formula, charge and spin, kJ/mol: 256.1
E_tot, eV: -18699.2571
Frontier orbital gap, eV: 8.212
Largest force on an atom, eV Å⁻¹: 4.3

ORCA input file:
```
! RIJCOSX wB97M-V def2-TZVPD def2/J DEFGRID3
* xyz 1 1
C 0.0467 -0.4979 1.6181
C 0.1108 -0.7150 0.0570
H 1.6422 -0.4502 -1.4647
H -0.0346 -2.8766 0.1915
H 0.2742 3.6541 0.2385
N -0.2985 0.4011 -0.8240
H -1.6976 1.9008 -0.0110
C 1.0922 0.0174 -0.7432
C -0.6469 1.7055 -0.3834
H -1.0029 -0.5111 1.9046
H -0.1831 -2.2563 -1.4688
C -0.3742 -1.9952 -0.4587
S 1.9387 2.0935 -0.5469
H -0.7715 0.0153 -1.6561
H 0.5694 0.3623 1.9865
C 0.3427 2.5953 -0.1179
H -1.5004 -2.1112 -0.5292
H 0.4929 -1.3319 2.2076
*
```

---

No. 7
The following is a DFT calculation (the ωB97M-V functional and the def2-TZVPD basis) of the molecule C6H10O.

ΔE to the lowest compared entry with this formula, charge and spin, kJ/mol: 32.2
E_tot, eV: -8430.9063
Frontier orbital gap, eV: 9.947
Largest force on an atom, eV Å⁻¹: 0.3

ORCA input file:
```
! RIJCOSX wB97M-V def2-TZVPD def2/J DEFGRID3
* xyz 0 1
H 0.0470 2.3888 -0.8976
H -0.3731 0.3860 1.8040
C 0.6872 -1.8919 -0.0910
H 1.0308 2.3951 0.5694
C -1.9216 0.0288 0.3503
H -2.0442 -0.4376 -0.6338
H -2.5633 -0.5049 1.0594
C 1.2334 -0.6144 -0.6542
H -2.2594 1.0694 0.2946
H 2.0398 -0.5748 -1.3809
H 0.1230 -2.4503 -0.8576
C 0.5823 0.4230 -0.1423
O -0.1629 -1.4816 0.9683
C 0.8653 1.8737 -0.3814
C -0.4724 -0.0970 0.8195
H 1.7711 1.9840 -0.9864
H 1.4560 -2.5625 0.3108
*
```

---

No. 8
The following is a DFT calculation (the ωB97M-V functional and the def2-TZVPD basis) of the molecule C6H10O.

ΔE to the lowest compared entry with this formula, charge and spin, kJ/mol: 198.1
E_tot, eV: -8429.1868
Frontier orbital gap, eV: 10.806
Largest force on an atom, eV Å⁻¹: 0.7

ORCA input file:
```
! RIJCOSX wB97M-V def2-TZVPD def2/J DEFGRID3
* xyz 0 1
H -1.2308 1.7175 1.9559
C 0.7095 -0.2431 -0.3641
H 4.1640 -0.5729 1.0329
C -1.6119 1.6368 0.9326
C 0.4345 -1.3667 -1.3619
H -2.2350 -0.4099 0.9683
H -1.0140 2.3110 0.3116
C 2.0674 -0.3779 0.1923
H -2.6509 1.9793 0.9139
H 0.6343 0.7319 -0.8612
H 0.1105 -2.2802 -0.8497
H -0.3776 -1.0831 -2.0401
H 1.3102 -1.6020 -1.9758
H -1.7571 0.1513 -0.6363
C 3.1797 -0.4811 0.6363
O -0.2217 -0.3205 0.7159
C -1.5111 0.2095 0.4293
*
```

---

No. 9
The following is a DFT calculation (the ωB97M-V functional and the def2-TZVPD basis) of the molecule C6H10O.

ΔE to the lowest compared entry with this formula, charge and spin, kJ/mol: 131.7
E_tot, eV: -8429.8759
Frontier orbital gap, eV: 10.395
Largest force on an atom, eV Å⁻¹: 0.3

ORCA input file:
```
! RIJCOSX wB97M-V def2-TZVPD def2/J DEFGRID3
* xyz 0 1
H 1.9441 1.4418 0.0464
O -2.3706 -1.1552 0.1683
H 2.5939 0.3763 -1.2145
H 0.1623 0.1769 1.8383
H 0.0474 -1.5766 1.5205
C -0.0075 -0.5850 1.0656
C -0.3929 -0.0150 -0.9926
H -0.5957 -0.2484 -2.0336
C 0.8576 -0.4410 -0.2223
H 1.1106 -1.4538 -0.5574
H 2.8480 -0.0146 0.4925
H -2.0847 1.3613 -0.8917
C -1.2160 1.0616 -0.3095
C 2.1253 0.3954 -0.2231
C -1.2522 -0.3401 0.1978
H -0.7698 1.8598 0.2852
H -2.9997 -0.8434 0.8300
*
```

---

No. 10
The following is a DFT calculation (the ωB97M-V functional and the def2-TZVPD basis) of the molecule C6H10O.

ΔE to the lowest compared entry with this formula, charge and spin, kJ/mol: 121.1
E_tot, eV: -8429.9857
Frontier orbital gap, eV: 9.596
Largest force on an atom, eV Å⁻¹: 0.4

ORCA input file:
```
! RIJCOSX wB97M-V def2-TZVPD def2/J DEFGRID3
* xyz 0 1
C 1.9343 0.8379 0.1587
H 2.5919 1.2217 0.9477
H 1.2140 1.6237 -0.0938
H -0.2675 -0.9798 2.2002
C -0.7222 -0.3161 -1.2516
H -2.1864 0.7327 0.3942
H 2.5472 0.6514 -0.7303
H -0.3817 0.7407 1.6040
H 1.8861 -1.2281 0.9070
C 1.2233 -0.4145 0.6143
C -0.0560 -0.2776 1.3965
C -1.9907 0.0885 -1.3522
H -0.1920 -0.5067 -2.1817
H -2.5257 0.1051 -2.2982
C -0.0797 -0.8427 -0.0067
H -0.2111 -1.9248 0.0160
O -2.7838 0.4887 -0.3240
*
```